(1)
Computed, not measured: a molecular structure, CH4IPS2 at a distorted geometry, with wB97M-V/def2-TZVPD.

```
9
Properties=species:S:1:pos:R:3:nbo_charge:R:1
I 0.84 -1.64 -2.44 0.3061
S -1.39 -0.72 -0.51 0.1089
S 1.76 1.12 -0.11 -0.4070
P -1.53 0.04 1.55 0.2009
C 0.29 -1.02 -0.58 -0.5823
H 0.78 -1.40 0.35 0.2339
H 1.31 1.94 -1.03 0.1178
H -1.89 1.33 1.25 -0.0077
H -0.16 0.35 1.52 0.0295
```

Calculated values
Net charge: 0
E_tot, Ha: -1475.817959
Orbital gap (alpha / beta), eV: 7.24 / 7.23
Maximum force, hartree/bohr: 0.0480
ΔE to the lowest compared entry with this formula, charge and spin, eV: 2.4905
E_LUMO (alpha / beta), eV: -1.2 / -1.2

(2)
Computed, not measured: 2 unconnected molecules or ions with the total composition C4H9N2O at a distorted geometry, with wB97M-V/def2-TZVPD.

```
16
Properties=species:S:1:pos:R:3:nbo_charge:R:1
O 0.02 1.32 3.22 -0.9694
N -1.10 0.81 -1.28 -0.5203
N 0.19 -0.24 0.04 -0.3300
C 0.28 -1.17 -1.25 -0.2622
C -0.51 -0.29 -2.25 -0.2651
C -0.77 0.79 -0.06 0.2618
C 1.12 -0.32 0.89 0.1628
H -1.78 1.55 -1.56 0.4536
H 1.81 -1.04 0.64 0.1971
H -0.90 1.55 3.25 0.4949
H -0.26 -2.12 -1.16 0.2534
H 1.11 0.29 1.85 0.2976
H 0.54 2.04 3.65 0.4941
H 1.38 -1.23 -1.46 0.2450
H 0.09 0.25 -3.07 0.2516
H -1.22 -0.97 -2.61 0.2349
```

Calculated values
Net charge: +1
E_tot, Ha: -342.213894
Orbital gap, eV: 8.89
Maximum force, hartree/bohr: 0.0657
ΔE to the lowest compared entry with this formula, charge and spin, eV: 3.9014
E_LUMO, eV: -4.9

(3)
Computed, not measured: 7 unconnected molecules or ions with the total composition C31H44N6O5S at a distorted geometry, with wB97M-V/def2-TZVPD.

```
87
Properties=species:S:1:pos:R:3:mulliken_charge:R:1
S 0.34 -2.50 3.61 0.5136
O 0.80 -2.57 4.97 -0.5836
O 0.12 -0.91 3.30 -0.0058
O 3.50 1.97 3.99 -0.3719
O 4.85 0.99 2.47 -0.5613
O 1.62 -2.75 2.67 -0.3731
N 1.94 3.79 -0.14 0.0853
N -0.74 -3.84 0.52 0.2603
N -0.79 6.45 -4.26 0.0812
N 1.09 -3.86 -4.08 0.1593
N 1.99 -3.42 -0.98 0.3189
N -5.45 -2.81 0.81 0.1195
C -0.69 6.73 -5.60 -0.5702
C 0.31 -4.32 -6.10 -0.4733
C -1.63 -3.04 -0.15 -0.4932
C -1.97 -5.20 -0.72 -0.7291
C 2.21 1.54 4.50 -0.0429
C 1.40 -2.79 -4.87 -0.2434
C 1.17 2.56 4.06 -0.8943
C 2.04 5.13 0.12 -0.5666
C -2.47 7.80 -4.75 -0.5848
C -5.19 -1.51 0.46 -0.2242
C 4.55 -0.14 4.58 -0.8057
C 0.42 -4.80 -4.82 -0.5146
C 0.97 5.76 -0.45 -0.4869
C 3.82 -2.21 -1.27 -0.4973
C 0.93 -3.05 -6.13 -0.6319
C 4.31 0.97 3.58 0.6826
C 4.18 -3.48 -0.73 -0.6636
C 0.19 4.76 -1.09 -0.1215
C 3.03 -4.20 -0.56 -0.6225
C 0.81 3.56 -0.88 -1.0140
C -6.70 -2.88 1.37 -0.5544
C 0.07 2.01 3.16 -0.4645
C -0.49 -0.18 4.38 -0.7385
C -6.28 -0.75 0.79 -0.6002
C -0.98 1.15 3.84 -0.9163
C -2.41 -3.86 -0.94 -0.7439
C 2.46 -2.20 -1.41 -0.7815
C -0.95 -5.15 0.18 -0.4806
C -1.88 7.09 -3.74 -0.2170
C -1.71 7.57 -5.93 -0.3609
C -7.24 -1.63 1.37 -0.3878
H 4.48 -1.40 -1.52 0.4623
H 1.71 3.30 3.48 0.4228
H -1.48 1.67 4.65 0.3961
H 2.59 3.09 0.16 0.1910
H -0.73 4.90 -1.64 0.6089
H -0.17 5.86 -3.75 0.1953
H 0.55 2.56 -1.19 0.4667
H 3.86 -0.96 4.41 0.1018
H 0.49 1.50 2.30 0.2564
H 1.02 -3.69 -0.95 0.2040
H 0.11 6.31 -6.19 0.3663
H -3.20 -3.53 -1.59 0.5898
H 0.75 3.06 4.93 0.2873
H -6.38 0.31 0.63 0.3983
H 0.20 -0.02 5.19 0.3572
H -1.90 7.98 -6.91 0.3882
H -2.13 7.00 -2.70 0.3379
H 2.87 -5.19 -0.18 0.4774
H 1.31 -3.94 -3.10 0.1966
H 2.44 -2.53 3.14 0.2627
H 4.45 0.24 5.58 0.3449
H -0.45 2.87 2.76 0.4069
H 2.86 5.52 0.70 0.4203
H -4.25 -1.25 0.00 0.2876
H -2.37 -6.09 -1.18 0.4816
H -0.05 -3.50 1.16 0.2278
H -1.63 -1.98 -0.02 0.5070
H -0.35 -5.93 0.62 0.4413
H -7.09 -3.82 1.72 0.3839
H -1.75 0.94 3.10 0.3588
H 2.01 0.55 4.11 0.1357
H 1.79 -1.45 -1.78 0.6442
H 2.27 1.48 5.58 0.2673
H 5.56 -0.51 4.44 0.3328
H 5.18 -3.82 -0.49 0.4355
H 0.09 -5.72 -4.37 0.3687
H -0.17 -4.83 -6.91 0.3996
H 0.77 6.82 -0.42 0.4069
H 1.94 -1.94 -4.48 0.3620
H -8.21 -1.36 1.75 0.3908
H -3.35 8.42 -4.65 0.3839
H 1.02 -2.39 -6.98 0.3893
H -1.33 -0.74 4.77 0.5646
H -4.83 -3.58 0.68 0.1922
```

Calculated values
Net charge: 0
E_tot, Ha: -2310.499994
Orbital gap, eV: 8.33
Maximum force, hartree/bohr: 0.0448
E_LUMO, eV: 0.2

(4)
Computed, not measured: 4 unconnected molecules or ions with the total composition C32H36N5O10P at a distorted geometry, with wB97M-V/def2-TZVPD.

```
84
Properties=species:S:1:pos:R:3:mulliken_charge:R:1
P -3.97 2.29 0.33 -0.2980
O 4.17 -4.54 -6.42 -0.6095
O 3.00 -4.42 -4.62 -0.6124
O -3.12 2.93 -0.92 -0.4427
O 1.46 0.22 0.61 -0.0536
O -4.29 -2.41 1.32 -0.5638
O -4.00 -4.54 1.21 -0.6197
O 0.75 -0.30 2.64 -0.6187
O -4.00 4.17 3.68 -0.5670
O 7.14 1.70 -0.54 -0.6328
O 5.19 1.05 -1.18 -0.6131
N -4.16 0.98 3.60 -0.6078
N 3.89 -4.04 -5.35 1.0203
N -4.94 5.50 0.88 -0.5089
N -4.65 -3.53 1.02 0.9954
N 6.08 1.15 -0.35 1.1195
C -7.99 -2.68 -0.41 -0.5876
C -0.99 -2.31 1.47 -0.8210
C -0.45 -1.23 0.82 0.0017
C -0.45 3.34 1.82 -1.5908
C -3.32 4.14 2.44 0.2440
C 6.24 -0.78 -4.05 -0.4360
C 5.84 0.54 0.97 -0.0646
C 1.35 2.46 -0.40 -0.9334
C -3.04 2.67 1.96 2.3753
C -5.98 -3.67 0.40 0.1332
C -6.43 -4.94 0.07 -0.4297
C -8.46 -3.94 -0.74 -0.4267
C 4.44 -2.33 -3.67 -0.5875
C 5.72 -2.43 -5.72 -0.4639
C -6.73 -2.54 0.16 -0.1789
C 0.87 1.00 -0.44 0.3967
C -0.40 4.15 0.52 -0.5720
C 5.40 -0.63 3.41 -0.5399
C -3.68 0.48 0.17 -0.6173
C 6.58 0.06 3.18 -0.4067
C 6.49 -1.36 -5.28 -0.4180
C 4.44 -0.73 2.42 -0.4642
C 5.22 -1.26 -3.24 -0.0048
C 0.20 3.44 -0.70 -0.8553
C -3.71 1.75 2.89 -0.9573
C 4.66 -0.14 1.18 0.1151
C -4.21 4.89 1.52 -0.0582
C -7.69 -5.07 -0.50 -0.4322
C -1.52 2.26 1.96 -0.0021
C 6.81 0.65 1.95 -0.5150
C 4.71 -2.89 -4.90 0.0217
C 0.58 -0.40 1.46 0.5036
H -4.59 0.07 -0.28 0.3262
H -1.38 4.56 0.27 0.2075
H -0.82 -0.96 -0.17 0.3772
H -0.55 2.92 -1.31 0.1980
H -0.87 -3.31 1.09 0.2926
H -0.22 0.97 -0.40 -0.5258
H 7.73 1.19 1.75 0.4714
H 5.23 -1.09 4.38 0.3985
H 0.51 2.86 2.04 0.6362
H 0.24 5.01 0.72 0.4352
H -1.54 -2.16 2.40 0.2213
H 5.90 -2.88 -6.68 0.4556
H 3.64 -2.71 -3.05 0.4841
H 7.33 0.14 3.96 0.3826
H 1.87 2.68 0.54 0.4833
H -0.58 4.06 2.64 0.6460
H 7.28 -0.98 -5.91 0.3764
H -8.06 -6.05 -0.75 0.3728
H -3.53 0.02 1.14 0.2230
H 3.51 -1.26 2.60 0.3469
H 2.09 2.56 -1.19 0.3737
H 3.91 -0.21 0.41 0.3996
H -5.82 -5.81 0.26 0.4581
H 6.85 0.05 -3.70 0.4341
H 1.15 0.56 -1.40 0.4889
H -2.40 4.72 2.50 0.2686
H -8.59 -1.80 -0.60 0.3860
H 5.03 -0.81 -2.28 0.3342
H -9.44 -4.05 -1.18 0.3811
H -3.34 4.09 4.38 0.3847
H 0.60 4.21 -1.36 0.4916
H -2.84 0.25 -0.49 0.2159
H -2.56 2.25 -1.32 0.3242
H -1.39 1.55 1.14 -0.7626
H -1.30 1.69 2.86 0.7071
H -6.35 -1.56 0.43 0.4906
```

Calculated values
Net charge: 0
E_tot, Ha: -2608.104902
Orbital gap, eV: 8.08
Maximum force, hartree/bohr: 0.0395
ΔE to the lowest compared entry with this formula, charge and spin, eV: 0.0000
E_LUMO, eV: -0.8